[1]
ORCA calculation (ωB97M-V with the def2-TZVPD basis set) on a structure of composition C5H8CsMgO3 at a distorted geometry.

The HOMO-LUMO gap (alpha / beta) comes out at 7.9 / 8.9 eV. For the total energy, the calculation gives -17431.726 eV. The relative energy (zero: lowest compared OMol25 entry of this formula, charge and spin) is 0.0 kcal/mol. The calculation puts the highest occupied orbital energy (alpha / beta) at -0.5132 / -0.5985 hartree. The total charge is +2. As for the multiplicity: 2. Its LUMO energy (alpha / beta) is -0.22372 / -0.27153 hartree.

The geometry in XYZ format:
```
18
C5H8CsMgO3, DFT ωB97M-V with the def2-TZVPD basis set
C 2.004 -1.925 -2.052
C 3.148 -2.266 -2.441
H 1.042 -2.421 -1.958
H 0.531 -0.271 -2.191
H 4.203 -2.046 -2.317
Cs 4.320 2.589 1.045
O -1.182 0.664 0.118
Mg -2.518 0.804 -2.033
O -0.349 0.400 -1.799
C -0.060 0.664 -0.550
O 1.061 0.410 -0.095
C -1.287 1.073 1.508
C -2.064 -0.018 2.201
H -0.262 1.142 1.894
H -1.850 2.015 1.528
H -1.403 -0.875 2.386
H -2.406 0.375 3.167
H -2.926 -0.315 1.590
```

[2]
ORCA calculation (ωB97M-V with the def2-TZVPD basis set) on a cluster of 11 separate species, C38H90BIN10O11P in total at a distorted geometry.

The HOMO-LUMO gap comes out at 4.8 eV. For the total energy, the calculation gives -96357.288 eV. The calculation puts the highest occupied orbital energy at -0.1031 hartree. The total charge is -1. Its LUMO energy is 0.07232 hartree.

The geometry in XYZ format:
```
152
C38H90BIN10O11P, DFT ωB97M-V with the def2-TZVPD basis set
C 3.195 2.990 0.616
C 3.270 2.133 -0.660
C 2.247 1.003 -0.655
O 0.963 1.499 -0.867
B -0.109 0.729 -0.189
C -0.404 -0.779 -0.861
I -0.032 -0.750 -3.025
C 0.371 -1.957 -0.254
C 0.047 -2.186 1.224
P -1.695 1.852 0.028
C -2.817 1.093 1.298
C -2.655 2.049 -1.558
H 2.906 2.344 1.448
H 2.480 3.808 0.529
H 4.171 3.417 0.870
H 4.265 1.682 -0.690
H 3.133 2.731 -1.564
H 2.343 0.444 0.289
H 2.536 0.300 -1.457
H 0.269 0.504 0.960
H -1.470 -1.012 -0.793
H 0.095 -2.871 -0.791
H 1.443 -1.819 -0.390
H -0.379 -1.309 1.708
H -0.662 -3.009 1.365
H 0.943 -2.451 1.782
H -2.480 0.089 1.578
H -2.744 1.695 2.204
H -3.858 1.044 0.992
H -2.773 3.112 -1.773
H -3.674 1.655 -1.456
H -2.183 1.558 -2.410
C 6.724 0.750 -2.610
O 5.827 0.288 -1.938
N 6.560 1.678 -3.576
C 7.672 2.185 -4.348
C 5.218 2.181 -3.843
H 7.778 0.440 -2.486
H 7.770 3.265 -4.214
H 7.526 1.976 -5.411
H 8.595 1.707 -4.023
H 4.807 2.642 -2.947
H 4.561 1.361 -4.132
H 5.262 2.915 -4.645
C 3.971 -1.397 1.593
O 3.237 -2.334 1.346
N 4.198 -0.908 2.830
C 5.075 0.220 3.053
C 3.531 -1.531 3.962
H 4.509 -0.847 0.802
H 5.903 -0.063 3.709
H 4.527 1.044 3.514
H 5.481 0.563 2.102
H 3.807 -2.583 4.025
H 2.449 -1.477 3.846
H 3.820 -1.025 4.880
C -1.551 -6.366 -1.864
O -2.093 -7.424 -1.589
N -0.479 -6.243 -2.666
C 0.124 -4.954 -2.960
C 0.094 -7.438 -3.260
H -1.904 -5.400 -1.467
H 0.090 -4.763 -4.035
H 1.164 -4.940 -2.630
H -0.411 -4.157 -2.452
H -0.646 -7.951 -3.873
H 0.420 -8.128 -2.480
H 0.945 -7.161 -3.878
C 1.569 -1.501 7.391
O 1.866 -2.305 6.529
N 2.220 -1.379 8.567
C 1.818 -0.427 9.578
C 3.364 -2.247 8.803
H 0.723 -0.802 7.283
H 2.629 0.275 9.786
H 1.556 -0.942 10.505
H 0.951 0.133 9.233
H 4.129 -2.078 8.046
H 3.055 -3.291 8.741
H 3.783 -2.051 9.787
C 5.680 -4.791 6.917
O 6.121 -3.821 7.505
N 5.726 -4.953 5.583
C 5.167 -6.115 4.924
C 6.354 -3.915 4.782
H 5.187 -5.629 7.439
H 5.944 -6.651 4.374
H 4.384 -5.815 4.225
H 4.735 -6.787 5.664
H 7.397 -3.792 5.078
H 5.845 -2.964 4.932
H 6.303 -4.189 3.731
C -4.981 4.958 0.644
O -3.945 4.389 0.371
N -6.217 4.462 0.440
C -7.405 5.240 0.736
C -6.346 3.124 -0.114
H -4.999 5.983 1.065
H -8.021 4.727 1.481
H -7.989 5.391 -0.169
H -7.122 6.214 1.124
H -5.876 2.389 0.539
H -5.856 3.071 -1.089
H -7.403 2.886 -0.224
C -7.298 8.737 -1.047
O -8.024 7.800 -0.754
N -6.140 8.647 -1.719
C -5.328 9.814 -2.015
C -5.674 7.345 -2.169
H -7.545 9.775 -0.765
H -5.208 9.919 -3.095
H -4.339 9.716 -1.571
H -5.813 10.708 -1.625
H -6.407 6.895 -2.842
H -5.537 6.675 -1.324
H -4.726 7.469 -2.686
C -6.206 -1.199 1.248
O -5.679 -0.106 1.239
N -6.802 -1.760 0.174
C -7.408 -3.072 0.225
C -6.819 -1.010 -1.070
H -6.229 -1.841 2.145
H -6.924 -3.744 -0.487
H -8.472 -3.011 -0.018
H -7.301 -3.488 1.225
H -5.801 -0.792 -1.395
H -7.339 -0.060 -0.932
H -7.327 -1.593 -1.835
C -0.953 7.995 -2.340
O -2.013 8.605 -2.287
N -0.743 6.772 -1.843
C 0.541 6.103 -1.945
C -1.834 6.082 -1.169
H -0.056 8.425 -2.819
H 0.435 5.165 -2.491
H 0.930 5.881 -0.950
H 1.250 6.742 -2.469
H -2.673 5.952 -1.852
H -2.176 6.664 -0.314
H -1.498 5.106 -0.823
C 1.072 -9.015 -6.406
O 0.138 -9.480 -5.785
N 0.986 -7.942 -7.219
C 2.132 -7.419 -7.932
C -0.307 -7.295 -7.374
H 2.092 -9.432 -6.345
H 2.324 -6.385 -7.639
H 1.957 -7.452 -9.010
H 3.012 -8.017 -7.703
H -0.670 -6.941 -6.409
H -1.037 -8.001 -7.770
H -0.210 -6.453 -8.054
```

What is the total energy in the first record?
-17431.726 eV

The lowest total charge belongs to which entry?
C38H90BIN10O11P

Which value of total energy does entry 1 give?
-17431.726 eV

Among the records above, which one has the lowest total energy?
C38H90BIN10O11P